# 1
{
  "formula": "C18H14ClN5O4",
  "method": "wB97M-V/def2-TZVPD",
  "symbols": ["Cl", "C", "C", "C", "C", "N", "C", "C", "C", "C", "C", "C", "C", "C", "O", "C", "H", "H", "H", "H", "H", "H", "H", "H", "H", "H", "C", "O", "C", "N", "C", "N", "O", "N", "O", "C", "C", "N", "H", "H", "H", "H"],
  "coordinates": [[4.0660, 1.1054, -1.9727], [3.0260, -0.1935, -1.5905], [3.4751, -1.5121, -1.6350], [2.5768, -2.5192, -1.2945], [1.2965, -2.2048, -0.8879], [0.8721, -0.9141, -0.8647], [-0.4333, -0.5945, -0.3038], [-1.2359, 0.2964, -1.1647], [-2.6662, -0.0395, -1.4018], [-3.5084, 1.0129, -1.7946], [-4.8459, 0.7684, -2.0946], [-5.3568, -0.5359, -2.0125], [-4.5179, -1.5933, -1.6353], [-3.1758, -1.3490, -1.3316], [-0.7591, 1.3260, -1.6546], [1.7181, 0.0873, -1.2360], [4.4918, -1.7090, -1.9537], [2.8520, -3.5705, -1.3380], [0.5611, -2.9379, -0.5515], [-0.9412, -1.4889, 0.0404], [-3.0949, 2.0210, -1.8573], [-5.4826, 1.5992, -2.4006], [-6.4041, -0.7304, -2.2500], [-4.8976, -2.6147, -1.5822], [-2.5085, -2.1651, -1.0532], [1.3269, 1.0956, -1.2324], [3.7896, -0.9270, 2.5146], [3.7564, 0.5187, 2.6724], [2.5495, 1.0407, 2.4585], [2.3668, 2.3102, 2.8427], [1.1219, 2.7606, 2.7008], [0.5398, 3.8766, 3.2479], [-0.8057, 3.7772, 2.9446], [-1.0733, 2.5563, 2.1627], [-2.2185, 2.3019, 1.8411], [0.1477, 1.9548, 1.9897], [0.4639, 0.6901, 1.5697], [1.6523, 0.2162, 1.8942], [4.8116, -1.2031, 2.7659], [3.0836, -1.3979, 3.2107], [3.5477, -1.2152, 1.4826], [-0.1674, 0.0999, 0.7550]],
  "forces_ev_per_angstrom": [[0.2, 0.2, -0.1], [-0.4, -0.9, 0.0], [-0.1, 0.4, -0.1], [-0.3, -0.2, 0.2], [0.1, 0.0, 0.1], [-0.6, 0.5, 0.7], [-0.9, -2.1, -4.8], [0.7, -0.1, 0.3], [-0.7, -0.1, -0.1], [-0.1, -0.2, 0.0], [0.1, -0.3, 0.0], [0.3, 0.0, 0.1], [0.1, 0.2, 0.0], [-0.1, 0.5, 0.0], [0.0, -0.4, 0.2], [-0.1, -0.1, 0.1], [-0.1, -0.1, 0.1], [0.0, 0.3, 0.0], [0.4, 0.2, -0.2], [0.2, -0.1, -0.1], [-0.1, -0.4, 0.0], [0.1, -0.3, 0.1], [0.3, 0.1, 0.1], [0.0, 0.3, 0.0], [-0.3, 0.1, -0.1], [-0.1, -0.2, 0.1], [0.4, 0.3, 0.0], [-0.3, -0.6, 0.0], [-0.1, 2.1, 1.0], [1.3, -1.2, -0.1], [-2.5, 1.0, 0.3], [0.9, -2.1, -1.0], [0.2, -1.6, -1.2], [0.8, 0.6, 0.2], [1.1, 0.2, 0.3], [-0.9, 3.0, 1.9], [0.9, -0.1, 1.3], [-0.9, -0.3, -1.1], [-0.1, 0.0, 0.0], [0.2, 0.1, -0.3], [0.1, 0.1, 0.4], [0.2, 0.5, 1.8]],
  "lowdin_charge": [0.748, -0.646, -0.078, -0.039, -0.019, -0.007, -0.114, -0.347, -0.146, -0.013, -0.069, -0.079, -0.081, -0.031, 0.036, -0.046, 0.114, 0.119, 0.140, 0.117, 0.122, 0.106, 0.103, 0.102, 0.100, 0.126, -0.049, -0.028, -0.409, 0.202, -0.282, 0.113, 0.009, -0.138, 0.078, -0.087, -0.035, 0.149, 0.090, 0.095, 0.069, 0.005],
  "homo_energy_ev": -7.457,
  "multiplicity": 1,
  "fmax_ha_per_bohr": 0.104,
  "homo_lumo_gap_ha": 0.240,
  "total_energy_ev": -47047.829,
  "total_charge": 0,
  "e_lumo_ev": -0.9,
  "relative_energy_kcal_mol": 28.1
}

# 2
{
  "formula": "C6H10O",
  "method": "wB97M-V/def2-TZVPD",
  "symbols": ["O", "C", "C", "C", "C", "C", "C", "H", "H", "H", "H", "H", "H", "H", "H", "H", "H"],
  "coordinates": [[2.6136, -0.1715, 2.0438], [2.6440, -0.4079, 0.8610], [1.4620, -0.2648, -0.0450], [0.1976, 0.1417, 0.6847], [-0.8224, 0.3873, -0.3546], [-1.8462, -0.5416, -0.9504], [-2.2973, 0.6856, -0.2067], [3.5791, -0.7486, 0.3709], [1.7157, 0.4748, -0.8243], [1.3020, -1.2041, -0.5925], [0.3681, 1.0563, 1.2698], [-0.1307, -0.6216, 1.3906], [-0.3603, 1.1221, -1.1293], [-1.9865, -0.5840, -2.0294], [-1.8505, -1.5356, -0.4878], [-1.7043, 1.5490, -0.7323], [-2.8840, 0.6631, 0.7315]],
  "forces_ev_per_angstrom": [[0.1, -0.1, -0.3], [0.1, 0.0, 0.2], [0.2, -0.1, 0.2], [0.2, -0.3, 0.2], [1.8, -0.1, -1.1], [0.5, 0.1, -0.2], [0.8, 1.1, -0.5], [0.0, 0.0, 0.1], [0.0, -0.1, 0.2], [0.1, 0.1, 0.1], [0.0, -0.2, -0.1], [0.1, -0.1, 0.1], [-0.1, -1.4, 1.0], [0.1, 0.0, 0.2], [-0.3, 0.6, 0.2], [-4.5, 0.3, 0.7], [0.9, 0.4, -0.7]],
  "lowdin_charge": [0.053, -0.268, -0.173, -0.186, -0.416, -0.124, -0.109, 0.119, 0.127, 0.131, 0.131, 0.131, 0.149, 0.091, 0.111, 0.127, 0.105],
  "homo_energy_ev": -8.933,
  "smiles": "O=CCCC1CC1",
  "multiplicity": 1,
  "fmax_ha_per_bohr": 0.089,
  "homo_lumo_gap_ha": 0.363,
  "total_energy_ev": -8428.036,
  "total_charge": 0,
  "e_lumo_ev": 0.9,
  "relative_energy_kcal_mol": 73.9
}

# 3
{
  "formula": "C22H30AgN6S2",
  "method": "wB97M-V/def2-TZVPD",
  "symbols": ["Ag", "C", "N", "C", "C", "N", "C", "C", "C", "C", "C", "C", "C", "S", "C", "C", "C", "C", "C", "C", "S", "H", "H", "H", "H", "H", "H", "H", "H", "H", "H", "H", "H", "H", "H", "H", "H", "H", "H", "C", "N", "C", "N", "C", "N", "C", "N", "C", "C", "H", "H", "H", "H", "H", "H", "H", "H", "H", "H", "H", "H"],
  "coordinates": [[0.2426, 0.6329, -0.1023], [0.8815, -1.4975, 2.8028], [0.2353, -0.2369, 2.4635], [-1.1580, -0.1835, 2.8486], [-2.0458, -1.0644, 1.9533], [-1.8291, -0.9073, 0.5077], [-1.3772, -2.1489, -0.1112], [-2.9390, -0.2954, -0.1751], [-4.0029, -1.0808, -0.6099], [-5.0934, -0.5426, -1.2734], [-5.1295, 0.8284, -1.4962], [-4.0844, 1.6233, -1.0673], [-2.9543, 1.0984, -0.4085], [-1.6836, 2.2046, 0.0262], [1.0323, 0.8839, 2.8630], [0.7331, 1.5979, 4.0176], [1.4798, 2.7024, 4.4022], [2.5509, 3.0995, 3.6186], [2.8692, 2.3915, 2.4714], [2.1368, 1.2708, 2.0638], [2.6264, 0.4207, 0.6007], [0.9493, -1.6423, 3.8936], [1.8818, -1.5018, 2.3732], [0.3215, -2.3341, 2.3788], [-1.4909, 0.8508, 2.7673], [-1.3189, -0.5257, 3.8867], [-3.0859, -0.8305, 2.1961], [-1.8832, -2.1143, 2.2203], [-2.0017, -3.0191, 0.1458], [-0.3535, -2.3598, 0.2054], [-1.3778, -2.0352, -1.1947], [-3.9813, -2.1503, -0.4268], [-5.8992, -1.1806, -1.6159], [-5.9728, 1.2749, -2.0112], [-4.1013, 2.6905, -1.2476], [-0.1069, 1.2923, 4.6302], [1.2242, 3.2408, 5.3070], [3.1325, 3.9718, 3.8957], [3.6917, 2.7151, 1.8468], [0.6980, -1.1273, -3.2844], [0.1961, 0.1289, -2.7303], [1.0659, 1.2159, -3.1977], [1.0986, 1.2914, -4.6639], [1.5703, 0.0060, -5.1775], [0.7209, -1.1122, -4.7533], [-0.6430, -0.8449, -5.2219], [-1.1726, 0.4204, -4.7158], [-1.1561, 0.3694, -3.2473], [-0.2716, 1.4947, -5.1397], [0.0590, -1.9507, -2.9565], [1.7099, -1.2961, -2.9094], [2.0747, 1.0457, -2.8172], [0.6911, 2.1583, -2.7949], [2.5868, -0.1693, -4.8181], [1.5818, 0.0425, -6.2705], [-1.2959, -1.6570, -4.8920], [-0.6404, -0.8203, -6.3154], [-1.8218, -0.4292, -2.9105], [-1.5252, 1.3140, -2.8432], [-0.6485, 2.4414, -4.7478], [-0.2636, 1.5399, -6.2325]],
  "forces_ev_per_angstrom": [[0.1, 0.2, -0.1], [0.0, 0.0, -0.1], [0.2, 0.0, 0.4], [-0.1, 0.0, -0.2], [0.3, 0.2, 0.1], [-0.3, -0.2, -0.1], [0.1, 0.1, 0.0], [0.0, 0.2, 0.0], [0.0, -0.1, 0.0], [0.0, 0.0, -0.1], [0.0, 0.0, 0.0], [0.0, -0.2, 0.0], [-0.2, 0.0, -0.1], [0.2, 0.1, 0.1], [0.2, 0.0, -0.1], [0.0, 0.0, 0.0], [0.0, 0.0, 0.1], [0.0, 0.1, 0.0], [-0.1, 0.0, 0.1], [0.1, 0.0, 0.1], [-0.2, -0.1, -0.2], [0.0, 0.0, 0.0], [0.0, 0.0, 0.0], [0.0, 0.0, 0.0], [0.0, 0.0, -0.1], [0.0, 0.1, 0.0], [0.0, 0.0, 0.0], [0.0, 0.0, 0.0], [0.0, 0.0, 0.0], [0.0, 0.0, 0.0], [0.0, 0.0, 0.0], [0.0, 0.0, 0.0], [0.0, 0.0, 0.0], [0.0, 0.0, 0.0], [0.0, 0.0, 0.0], [0.0, 0.0, 0.0], [0.0, 0.0, 0.0], [0.0, 0.0, 0.0], [0.0, 0.0, 0.0], [0.0, 0.0, 0.0], [-0.1, -0.1, 0.0], [0.0, 0.0, 0.0], [0.1, 0.1, 0.0], [0.0, 0.0, 0.0], [0.0, -0.1, 0.0], [0.0, 0.0, 0.0], [-0.1, 0.0, 0.0], [0.0, 0.0, -0.1], [0.0, 0.0, 0.0], [0.0, 0.0, 0.0], [0.0, 0.0, 0.0], [0.0, 0.0, 0.0], [0.0, 0.0, 0.0], [0.0, 0.0, 0.0], [0.0, 0.0, 0.0], [0.0, 0.0, 0.0], [0.0, 0.0, 0.0], [0.0, 0.0, 0.0], [0.0, 0.0, 0.0], [0.0, 0.0, 0.0], [0.0, 0.0, 0.0]],
  "lowdin_charge": [0.440, -0.091, -0.211, -0.209, -0.161, -0.196, -0.101, -0.307, -0.061, -0.121, -0.120, -0.154, -0.683, 0.486, -0.303, -0.049, -0.120, -0.124, -0.150, -0.677, 0.425, 0.089, 0.044, 0.066, 0.098, 0.115, 0.124, 0.103, 0.077, 0.075, 0.064, 0.102, 0.086, 0.091, 0.083, 0.098, 0.086, 0.089, 0.082, -0.180, -0.130, -0.188, -0.091, -0.187, -0.092, -0.187, -0.086, -0.180, -0.182, 0.111, 0.127, 0.115, 0.119, 0.122, 0.118, 0.122, 0.118, 0.119, 0.103, 0.126, 0.118],
  "homo_energy_ev": -3.874,
  "multiplicity": 1,
  "fmax_ha_per_bohr": 0.008,
  "homo_lumo_gap_ha": 0.244,
  "total_energy_ev": -57913.391,
  "total_charge": -1,
  "e_lumo_ev": 2.8
}